Formula: C5H8NOS
Source: OMol25
Level of theory: the ωB97M-V functional and the def2-TZVPD basis

Last columns: bonded neighbours and bond lengths (Å).
Atoms and positions in Å:
1 C -1.05 -1.21 -0.49  C2 1.335, C4 1.439, H9 1.040
2 C -2.29 -1.26 -0.02  C1 1.335, S8 1.790, H10 1.056
3 C -1.35 1.01 0.30  C4 1.403, S8 1.668, H11 1.106
4 C -0.46 0.09 -0.29  C1 1.439, C3 1.403, C5 1.398
5 C 0.86 0.45 -0.54  C4 1.398, N6 1.308, O7 1.308
6 N 1.41 1.59 -0.21  C5 1.308, H13 1.070, H14 0.981
7 O 1.72 -0.45 -0.96  C5 1.308, H16 0.984
8 S -2.85 0.34 0.57  C2 1.790, C3 1.668
9 H -0.55 -1.83 -1.16  C1 1.040
10 H -2.96 -2.05 0.17  C2 1.056
11 H -1.24 2.10 0.39  C3 1.106
12 H 1.59 -0.76 1.56  no bonds
13 H 2.46 1.69 -0.38  N6 1.070
14 H 0.81 2.26 0.18  N6 0.981
15 H 2.45 -0.65 1.46  no bonds
16 H 1.45 -1.32 -0.59  O7 0.984

## Properties
- electronic energy (eV) = -19679.2212
- relative energy (zero: lowest compared OMol25 entry of this formula, charge and spin) (kcal per mole) = 36.0
- HOMO level (eV) = -13.9
- molar mass (g mol⁻¹) = 130.19
- frontier orbital gap (eV) = 9.0
- charge = +1